(1)
{
  "formula": "C4H10O2S",
  "method": "the ωB97M-V functional and the def2-TZVPD basis",
  "smiles": "O=CCCCS.O",
  "e_homo_ev": -9.23,
  "orbital_gap_ev": 9.73,
  "lumo_ev": 0.49,
  "de_lowest_kcal_mol": 36.04,
  "species": ["O", "C", "C", "C", "C", "S", "H", "H", "H", "H", "H", "H", "H", "H", "O", "H", "H"],
  "coordinates": [[-0.091, 1.545, -3.367], [-0.561, 0.959, -2.420], [-0.686, 1.683, -1.074], [-0.154, 0.896, 0.130], [1.356, 0.628, 0.001], [1.818, -1.033, 0.625], [-1.034, -0.013, -2.633], [-1.713, 2.037, -1.035], [0.024, 2.459, -1.244], [-0.297, 1.485, 1.034], [-0.673, -0.058, 0.149], [1.944, 1.327, 0.588], [1.627, 0.553, -1.047], [1.125, -1.063, 1.762], [-0.903, -4.085, 2.625], [-0.243, -3.958, 3.308], [-1.538, -3.364, 2.598]],
  "nbo_charge": [-0.518, 0.424, -0.504, -0.413, -0.506, -0.047, 0.121, 0.236, 0.224, 0.217, 0.210, 0.223, 0.223, 0.110, -0.948, 0.475, 0.474]
}



(2)
{
  "formula": "C48H87Cl24F7IN3O8PS",
  "method": "the ωB97M-V functional and the def2-TZVPD basis",
  "e_homo_ev": -10.77,
  "orbital_gap_ev": 7.54,
  "lumo_ev": -3.24,
  "de_lowest_kcal_mol": 0.00,
  "total_charge": 1,
  "species": ["C", "C", "C", "C", "C", "C", "C", "C", "O", "C", "C", "O", "C", "N", "C", "C", "O", "I", "C", "N", "C", "O", "C", "O", "C", "C", "O", "P", "C", "C", "N", "C", "S", "O", "O", "C", "F", "F", "C", "F", "F", "C", "F", "F", "F", "H", "H", "H", "H", "H", "H", "H", "H", "H", "H", "H", "H", "H", "H", "H", "H", "H", "H", "H", "H", "H", "H", "H", "H", "H", "H", "H", "H", "H", "H", "H", "H", "H", "H", "H", "H", "H", "H", "H", "Cl", "C", "C", "Cl", "H", "H", "H", "H", "Cl", "C", "C", "Cl", "H", "H", "H", "H", "Cl", "C", "C", "Cl", "H", "H", "H", "H", "Cl", "C", "C", "Cl", "H", "H", "H", "H", "Cl", "C", "C", "Cl", "H", "H", "H", "H", "Cl", "C", "C", "Cl", "H", "H", "H", "H", "Cl", "C", "C", "Cl", "H", "H", "H", "H", "Cl", "C", "C", "Cl", "H", "H", "H", "H", "Cl", "C", "C", "Cl", "H", "H", "H", "H", "Cl", "C", "C", "Cl", "H", "H", "H", "H", "Cl", "C", "C", "Cl", "H", "H", "H", "H", "Cl", "C", "C", "Cl", "H", "H", "H", "H"],
  "coordinates": [[-4.544, -4.579, -0.659], [-3.054, -4.356, -0.924], [-2.453, -3.352, 0.089], [-1.040, -3.742, 0.592], [-1.183, -4.321, 2.011], [-0.023, -2.573, 0.520], [1.207, -2.997, 1.362], [2.477, -2.176, 1.139], [3.670, -2.936, 1.353], [4.081, -2.995, 2.640], [5.562, -3.136, 2.775], [3.327, -2.965, 3.584], [-0.615, -1.282, 1.184], [-0.591, -0.080, 0.321], [-1.750, 0.136, -0.522], [-1.725, 1.549, -1.076], [-1.071, 1.811, -2.056], [-2.841, 3.091, -0.111], [0.585, -0.048, -0.404], [1.488, 0.855, -0.259], [2.693, 0.780, -1.123], [3.366, 2.000, -1.026], [4.607, 1.928, -1.743], [5.614, 2.643, -1.147], [5.975, 2.178, 0.142], [6.921, 0.983, 0.097], [7.441, 0.850, 1.411], [1.221, 2.173, 0.986], [0.949, 3.752, 0.130], [2.713, 2.267, 2.032], [0.798, -1.032, -1.370], [0.293, -2.359, -0.975], [1.465, -3.569, -1.704], [1.479, -4.831, -1.031], [2.768, -2.994, -1.888], [0.834, -3.909, -3.436], [-0.494, -3.605, -3.504], [0.951, -5.234, -3.664], [1.550, -3.070, -4.531], [0.689, -3.013, -5.580], [1.722, -1.791, -4.125], [2.890, -3.676, -5.081], [3.484, -4.496, -4.212], [2.615, -4.372, -6.199], [3.714, -2.671, -5.413], [-5.110, -3.765, -1.109], [-4.788, -4.576, 0.398], [-4.904, -5.480, -1.143], [-2.492, -5.284, -0.959], [-2.991, -3.879, -1.900], [-3.118, -3.312, 0.946], [-2.498, -2.367, -0.372], [-0.711, -4.566, -0.032], [-1.073, -3.557, 2.775], [-0.384, -5.039, 2.180], [-2.112, -4.865, 2.123], [0.969, -2.888, 2.409], [1.432, -4.049, 1.244], [2.483, -1.360, 1.865], [2.565, -1.728, 0.158], [6.049, -2.287, 2.305], [5.902, -4.053, 2.306], [5.819, -3.193, 3.822], [-1.632, -1.430, 1.525], [-0.064, -0.978, 2.080], [-1.863, -0.552, -1.366], [-2.628, 0.035, 0.106], [2.380, 0.623, -2.151], [3.356, -0.014, -0.780], [4.445, 2.365, -2.724], [4.906, 0.884, -1.885], [6.466, 2.992, 0.662], [5.118, 1.894, 0.744], [6.327, 0.095, -0.121], [7.705, 1.132, -0.640], [7.422, -0.070, 1.664], [0.152, 4.263, 0.655], [0.564, 3.532, -0.864], [1.841, 4.355, 0.029], [2.419, 2.457, 3.055], [3.369, 3.053, 1.665], [3.300, 1.354, 1.992], [0.346, -0.746, -2.234], [-0.636, -2.514, -1.523], [5.586, -6.812, 2.554], [5.161, -6.844, 0.821], [6.223, -7.516, -0.010], [7.723, -6.557, -0.073], [4.994, -5.819, 0.497], [4.223, -7.390, 0.735], [5.870, -7.625, -1.034], [6.468, -8.500, 0.378], [3.604, 4.960, -1.866], [3.930, 6.708, -1.997], [5.023, 7.135, -1.054], [4.511, 7.016, 0.650], [3.003, 7.239, -1.799], [4.229, 6.905, -3.025], [5.283, 8.176, -1.240], [5.916, 6.528, -1.179], [4.094, -7.257, -10.140], [2.602, -6.699, -9.344], [2.066, -7.710, -8.363], [1.450, -9.173, -9.169], [1.874, -6.472, -10.119], [2.848, -5.777, -8.820], [1.233, -7.276, -7.812], [2.830, -8.015, -7.653], [0.419, -1.088, 4.189], [-0.085, -0.233, 5.683], [-1.565, -0.338, 5.883], [-2.474, 0.586, 4.645], [0.243, 0.801, 5.610], [0.421, -0.705, 6.530], [-1.843, 0.058, 6.857], [-1.905, -1.367, 5.845], [0.998, -1.283, 8.578], [0.423, -0.447, 10.052], [-1.070, -0.543, 10.220], [-1.963, 0.413, 8.995], [0.752, 0.588, 10.006], [0.917, -0.930, 10.893], [-1.354, -0.144, 11.190], [-1.413, -1.573, 10.157], [-6.052, 5.879, -1.071], [-5.954, 5.797, -2.851], [-4.677, 5.158, -3.323], [-3.247, 6.178, -2.990], [-6.055, 6.807, -3.240], [-6.803, 5.206, -3.191], [-4.721, 5.016, -4.401], [-4.513, 4.191, -2.856], [-0.506, 6.685, 1.668], [-1.990, 7.674, 1.730], [-3.033, 7.083, 2.642], [-3.705, 5.563, 1.996], [-2.365, 7.777, 0.714], [-1.700, 8.657, 2.095], [-3.864, 7.778, 2.743], [-2.632, 6.877, 3.631], [1.347, -1.290, -10.112], [1.106, -0.628, -8.478], [-0.340, -0.669, -8.056], [-1.351, 0.460, -8.991], [1.494, 0.387, -8.466], [1.702, -1.236, -7.798], [-0.424, -0.377, -7.009], [-0.757, -1.666, -8.170], [-6.539, 4.681, -6.576], [-6.179, 2.953, -6.842], [-6.901, 2.070, -5.859], [-6.282, 2.266, -4.196], [-5.101, 2.821, -6.781], [-6.501, 2.714, -7.854], [-6.759, 1.025, -6.130], [-7.966, 2.280, -5.844], [-1.044, 2.252, 12.246], [-2.607, 3.100, 12.113], [-3.637, 2.516, 13.042], [-4.114, 0.870, 12.552], [-2.928, 3.044, 11.076], [-2.427, 4.143, 12.364], [-4.536, 3.130, 13.023], [-3.271, 2.470, 14.064], [-4.305, -3.471, 4.001], [-4.114, -4.690, 5.293], [-4.499, -4.148, 6.646], [-3.357, -2.899, 7.206], [-3.081, -5.028, 5.281], [-4.758, -5.529, 5.038], [-4.485, -4.950, 7.381], [-5.493, -3.709, 6.635], [-6.509, 8.806, -4.767], [-5.263, 8.321, -5.949], [-3.935, 8.979, -5.676], [-3.981, 10.734, -5.977], [-5.633, 8.563, -6.942], [-5.155, 7.239, -5.874], [-3.180, 8.560, -6.339], [-3.621, 8.820, -4.648]],
  "lowdin_charge": [-0.094, -0.226, -0.169, -0.294, -0.035, -0.309, -0.118, -0.155, 0.005, -0.519, 0.030, 0.112, -0.069, -0.060, -0.183, -0.807, -0.009, 0.960, -0.355, -0.024, -0.162, -0.143, -0.276, -0.098, -0.169, -0.220, -0.045, 1.024, -0.292, -0.245, 0.095, -0.230, 0.808, -0.233, -0.255, -0.426, 0.101, 0.142, -0.341, 0.138, 0.130, -0.515, 0.187, 0.167, 0.182, 0.075, 0.065, 0.072, 0.108, 0.095, 0.089, 0.084, 0.116, 0.074, 0.089, 0.075, 0.059, 0.122, 0.117, 0.079, 0.077, 0.047, 0.095, 0.135, 0.011, 0.124, 0.116, 0.144, 0.136, 0.125, 0.136, 0.139, 0.093, 0.114, 0.128, 0.071, -0.043, 0.035, -0.009, 0.041, 0.038, 0.034, 0.150, 0.120, 0.565, -0.657, -0.661, 0.540, 0.059, 0.074, 0.073, 0.070, 0.658, -0.623, -0.654, 0.537, 0.072, 0.076, 0.076, 0.070, 0.546, -0.672, -0.680, 0.546, 0.069, 0.058, 0.067, 0.066, 0.676, -0.626, -0.713, 0.532, 0.076, -0.046, -0.059, -0.010, 0.630, -0.620, -0.632, 0.618, 0.066, 0.079, 0.005, 0.073, 0.534, -0.675, -0.701, 0.535, -0.005, 0.058, 0.021, 0.010, 0.564, -0.640, -0.637, 0.469, 0.071, 0.076, 0.079, 0.071, 0.555, -0.671, -0.684, 0.545, 0.070, 0.056, 0.064, 0.066, 0.582, -0.639, -0.640, 0.579, 0.071, 0.077, 0.075, 0.072, 0.579, -0.641, -0.654, 0.547, 0.063, 0.075, 0.075, 0.069, 0.548, -0.647, -0.639, 0.598, 0.069, 0.075, 0.077, 0.072, 0.577, -0.651, -0.673, 0.548, 0.072, 0.031, 0.075, 0.044]
}



(3)
{
  "formula": "BrH16O8",
  "method": "the ωB97M-V functional and the def2-TZVPD basis",
  "e_homo_ev": -6.60,
  "orbital_gap_ev": 9.69,
  "lumo_ev": 3.10,
  "de_lowest_kcal_mol": 24.35,
  "total_charge": -1,
  "species": ["Br", "O", "H", "H", "O", "H", "H", "O", "H", "H", "O", "H", "H", "O", "H", "H", "O", "H", "H", "O", "H", "H", "O", "H", "H"],
  "coordinates": [[-0.275, -0.163, -0.313], [0.963, 1.543, -2.744], [0.483, 0.896, -2.229], [1.464, 0.985, -3.274], [1.621, -1.708, 1.920], [1.329, -0.889, 1.543], [1.754, -1.459, 2.788], [-2.486, 1.859, 1.623], [-2.513, 2.786, 1.479], [-1.806, 1.465, 1.054], [0.289, -3.506, -0.551], [0.230, -2.552, -0.369], [1.200, -3.632, -0.746], [-2.307, -0.232, -3.039], [-1.584, -0.369, -3.687], [-1.952, -0.651, -2.218], [-1.892, -1.441, 2.130], [-1.583, -1.149, 1.293], [-1.690, -2.369, 2.206], [0.405, 2.812, 1.226], [0.226, 1.941, 0.997], [0.123, 3.264, 0.492], [2.792, 1.275, 0.229], [1.928, 0.899, -0.042], [3.286, 0.401, 0.241]],
  "nbo_charge": [-0.889, -0.951, 0.482, 0.446, -0.946, 0.482, 0.455, -0.953, 0.458, 0.485, -0.964, 0.492, 0.455, -0.958, 0.459, 0.492, -0.962, 0.482, 0.461, -0.931, 0.469, 0.453, -0.950, 0.481, 0.451]
}



(4)
{
  "formula": "C4H10N2O",
  "method": "the ωB97M-V functional and the def2-TZVPD basis",
  "smiles": "C=[N+](C)/C=[NH+]/OC",
  "e_homo_ev": [-19.34, -19.34],
  "orbital_gap_ev": [7.98, 7.99],
  "lumo_ev": [-11.36, -11.36],
  "de_lowest_kcal_mol": 87.50,
  "total_charge": 2,
  "species": ["C", "N", "C", "C", "N", "O", "C", "H", "H", "H", "H", "H", "H", "H", "H", "H", "H"],
  "coordinates": [[2.509, -1.051, 0.130], [1.486, -0.283, 0.055], [1.701, 1.195, -0.189], [0.248, -0.727, 0.041], [-0.807, 0.035, 0.129], [-1.952, -0.570, 0.245], [-3.169, 0.001, -0.013], [3.579, -0.863, 0.264], [2.466, -2.161, 0.075], [1.111, 1.604, -0.999], [2.713, 1.426, -0.316], [1.265, 1.729, 0.690], [0.027, -1.657, 0.390], [-0.717, 1.040, 0.067], [-3.289, 1.016, 0.154], [-3.779, -0.734, 0.382], [-3.392, -0.002, -1.104]],
  "nbo_charge": [0.214, -0.298, -0.442, 0.309, -0.031, -0.227, -0.286, 0.290, 0.264, 0.261, 0.281, 0.250, 0.264, 0.440, 0.225, 0.261, 0.224]
}



(5)
{
  "formula": "C5H8N2",
  "method": "the ωB97M-V functional and the def2-TZVPD basis",
  "e_homo_ev": -8.70,
  "orbital_gap_ev": 9.35,
  "lumo_ev": 0.65,
  "de_lowest_kcal_mol": 61.35,
  "species": ["C", "C", "C", "N", "C", "C", "N", "H", "H", "H", "H", "H", "H", "H", "H"],
  "coordinates": [[-0.556, 1.429, -0.449], [0.047, 0.113, 0.050], [-0.985, -0.745, 0.797], [0.620, -0.629, -1.111], [1.486, -1.613, -1.120], [1.163, 0.430, 0.964], [2.030, 0.694, 1.686], [-0.892, 2.037, 0.395], [-1.417, 1.232, -1.098], [0.192, 1.999, -1.009], [-1.884, -0.886, 0.187], [-0.568, -1.727, 1.037], [-1.269, -0.252, 1.731], [0.299, -0.274, -2.008], [1.733, -1.810, -0.052]],
  "nbo_charge": [-0.607, -0.009, -0.598, -0.564, -0.047, 0.267, -0.295, 0.237, 0.219, 0.230, 0.221, 0.232, 0.227, 0.390, 0.096]
}



(6)
{
  "formula": "C20H52NO2P2Si4V",
  "method": "the ωB97M-V functional and the def2-TZVPD basis",
  "multiplicity": 2,
  "e_homo_ev": [-9.76, -9.76],
  "s_squared": 0.7938,
  "orbital_gap_ev": [6.68, 4.93],
  "lumo_ev": [-3.07, -4.83],
  "de_lowest_kcal_mol": 15.05,
  "total_charge": 1,
  "species": ["C", "C", "N", "C", "C", "C", "C", "P", "V", "P", "C", "O", "O", "H", "H", "H", "C", "C", "H", "H", "H", "H", "C", "C", "H", "H", "H", "H", "H", "H", "H", "H", "H", "H", "H", "H", "H", "H", "H", "H", "H", "H", "C", "Si", "C", "C", "Si", "Si", "C", "C", "C", "Si", "C", "C", "C", "H", "H", "H", "H", "H", "H", "H", "H", "H", "H", "H", "H", "H", "H", "H", "H", "H", "H", "H", "H", "H", "H", "H", "H", "H", "H", "H"],
  "coordinates": [[-0.805, 0.858, -4.094], [-1.031, 0.598, -2.686], [-0.113, 1.060, -1.749], [0.843, 1.907, -2.133], [0.882, 2.434, -3.424], [0.064, 1.889, -4.415], [-2.187, 0.013, -2.150], [-2.272, -0.652, -0.450], [-0.385, 0.299, 0.477], [1.913, 1.222, 0.357], [1.767, 2.390, -1.060], [-0.315, -4.283, -4.637], [1.465, -5.123, -0.218], [-1.471, 0.406, -4.828], [1.558, 3.250, -3.643], [0.095, 2.269, -5.428], [-3.785, 0.305, -0.067], [-2.863, -2.398, -0.531], [2.751, 2.635, -1.453], [1.340, 3.311, -0.650], [-1.185, -4.013, -4.928], [-3.067, -0.125, -2.828], [2.595, 2.370, 1.619], [3.426, 0.290, -0.137], [0.859, -0.758, 0.777], [0.643, -4.531, -0.087], [1.716, -4.799, -1.143], [0.405, -3.886, -5.164], [-1.150, 0.846, 1.920], [0.027, -1.238, 0.421], [-4.611, -0.205, -0.572], [-3.997, 0.467, 0.990], [-3.602, 1.275, -0.542], [-3.729, -2.496, -1.200], [-2.067, -3.064, -0.886], [-3.186, -2.803, 0.439], [4.312, 0.943, -0.215], [3.653, -0.534, 0.553], [3.248, -0.145, -1.129], [3.603, 2.728, 1.351], [1.928, 3.238, 1.697], [2.644, 1.903, 2.609], [-0.073, 2.883, 3.725], [-1.078, 1.327, 4.043], [-0.896, 0.785, 5.837], [-2.848, 1.617, 3.438], [-0.261, -0.532, 2.693], [1.757, -1.520, 3.409], [1.511, -2.348, 5.083], [2.349, -2.832, 2.191], [3.185, -0.337, 3.688], [-1.779, -2.179, 3.361], [-1.927, -2.514, 5.217], [-3.562, -1.808, 2.853], [-1.267, -3.835, 2.603], [-0.488, 3.700, 4.335], [-0.123, 3.194, 2.673], [0.982, 2.762, 3.997], [-1.104, 1.670, 6.459], [-1.593, -0.012, 6.127], [0.128, 0.448, 6.058], [-2.881, 1.786, 2.352], [-3.534, 0.795, 3.666], [-3.215, 2.531, 3.923], [0.951, -3.288, 5.026], [2.516, -2.582, 5.460], [1.026, -1.700, 5.822], [2.516, -2.489, 1.166], [3.318, -3.192, 2.569], [1.697, -3.708, 2.135], [2.892, 0.561, 4.244], [3.700, -0.037, 2.769], [3.912, -0.880, 4.309], [-2.610, -1.797, 5.690], [-2.378, -3.515, 5.310], [-0.983, -2.519, 5.769], [-4.082, -2.774, 2.744], [-3.670, -1.250, 1.916], [-4.076, -1.256, 3.653], [-1.295, -3.855, 1.506], [-0.275, -4.172, 2.930], [-2.000, -4.572, 2.970]],
  "lowdin_charge": [0.015, -0.305, 0.056, -0.318, 0.003, -0.032, -0.149, 0.831, -0.049, 0.873, -0.276, -0.068, -0.113, 0.120, 0.125, 0.121, -0.241, -0.217, 0.100, 0.106, 0.023, 0.113, -0.239, -0.225, -0.049, 0.049, 0.068, 0.046, -0.080, -0.004, 0.060, 0.020, 0.056, 0.058, 0.047, 0.029, 0.063, 0.028, 0.054, 0.068, 0.037, 0.008, -0.216, 0.389, -0.210, -0.207, 0.328, 0.358, -0.213, -0.212, -0.218, 0.380, -0.198, -0.217, -0.207, 0.042, 0.018, 0.022, 0.033, 0.009, 0.026, 0.005, 0.015, 0.041, 0.029, 0.040, 0.018, 0.010, 0.048, 0.007, 0.027, 0.007, 0.043, 0.025, 0.046, 0.007, 0.047, -0.028, 0.031, 0.007, 0.019, 0.043]
}